Formula: C5H16N2O
Source: the OMol25 dataset
Level of theory: wB97M-V/def2-TZVPD

Its calculated total energy is -384.8153 Ha. Its LUMO energy is 1.03 eV. The HOMO energy is -9.23 eV. The calculation puts the HOMO-LUMO gap at 10.26 eV.

Last column: natural (NBO) charge in e.
Element x y z (Å)
C -0.747 2.023 0.823  -0.213
C -1.645 1.008 1.495  -0.225
N -0.840 -0.212 1.724  -0.826
N -1.227 3.405 0.890  -0.842
H 0.245 1.901 1.316  0.146
H -0.598 1.794 -0.213  0.192
H -2.064 1.441 2.449  0.159
H -2.453 0.805 0.808  0.193
H -1.426 -0.923 2.182  0.361
H -0.109 0.037 2.411  0.345
H -1.104 3.816 1.854  0.351
H -0.674 4.037 0.263  0.360
C 1.242 -2.447 -0.855  -0.046
O 0.652 -3.059 0.308  -0.739
C 0.679 -1.044 -1.144  -0.424
C 1.151 -0.515 -2.511  -0.613
H 2.312 -2.330 -0.623  0.149
H 1.143 -3.149 -1.714  0.152
H 1.045 -3.917 0.514  0.468
H -0.403 -1.142 -1.068  0.213
H 0.999 -0.412 -0.295  0.217
H 0.951 -1.201 -3.352  0.205
H 0.634 0.465 -2.715  0.212
H 2.235 -0.382 -2.545  0.203